Formula: C27H24N4OOsPS
Source: the Open Molecules 2025 dataset
Level of theory: ωB97M-V/def2-TZVPD

For the HOMO energy (spin up / spin down), the calculation gives -0.093 / -0.112 hartree. As for the multiplicity: 5. The value obtained for the HOMO-LUMO gap (spin up / spin down) is 5.1 / 5.6 eV. Its strongest force on any atom is 1.2 eV/Å. Its charge is -1. As for the expectation value of S²: 6.074.

Each line ends with the Mulliken charge.
Atoms and positions in Å:
Os: -0.293030 0.249872 0.166524  0.361
S: -0.436845 0.195667 -2.292017  -0.639
P: -3.513614 -0.850156 0.665008  1.116
O: 0.969327 -0.952994 1.672052  -0.932
N: 1.160055 1.693883 -3.742563  -0.430
N: 1.757137 1.585945 -1.526961  -1.396
N: -2.028677 -0.551797 0.411316  0.053
N: 1.461166 1.135153 -0.269100  1.006
C: -4.558378 0.607877 4.890218  -0.410
C: -5.464925 0.876337 3.876352  -0.607
C: -5.237910 0.410878 2.592927  -0.143
C: 3.363800 1.338978 2.870299  -0.524
C: -4.102002 -0.342645 2.322931  -0.023
C: -4.431632 1.324287 -0.697528  -0.254
C: -4.107666 -5.400520 0.473207  -0.418
C: -6.142668 -0.029941 -2.398367  -0.648
C: -4.923484 -3.271350 1.230466  -0.115
C: 3.268389 1.065135 4.203091  -0.715
C: 2.430117 1.350585 0.621639  -0.514
C: -3.875838 -2.641866 0.569993  -0.060
C: 1.136534 0.202410 2.413047  2.103
C: -3.199336 -0.619623 3.347106  -0.439
C: -3.425665 -0.150931 4.623818  -0.609
C: 2.138876 0.353878 4.702315  -0.361
C: -0.102622 1.112116 2.081914  -1.417
C: -2.941647 -3.397169 -0.126295  -0.477
C: -5.034468 -4.650489 1.179928  -0.652
C: 0.951227 1.241776 -2.474598  0.705
C: -5.085329 2.009873 -1.700311  -0.744
C: -5.944807 1.333197 -2.554006  -0.428
C: -3.062138 -4.771023 -0.186844  -0.656
C: 2.361383 0.978776 1.952917  0.411
C: -4.648672 -0.040805 -0.520304  0.067
C: -5.491298 -0.719909 -1.390694  -0.323
C: 1.164606 -0.077252 3.885881  -1.474
H: -0.935300 0.874152 2.755446  0.328
H: 1.936814 2.291069 -3.951363  0.213
H: 4.237986 1.851053 2.487432  0.328
H: -6.447367 1.864383 -3.351772  0.368
H: -2.718193 -0.356881 5.415333  0.384
H: -5.846805 -5.145537 1.696492  0.381
H: -2.118961 -2.874442 -0.599380  0.406
H: 4.053242 1.349491 4.891326  0.342
H: 3.317267 1.859660 0.245601  0.330
H: 0.161312 2.171140 2.210322  0.332
H: -4.919969 3.070625 -1.831393  0.379
H: -4.731761 0.995272 5.885350  0.380
H: 0.540447 1.377830 -4.463266  0.151
H: 0.335852 -0.666991 4.252488  0.336
H: -5.636324 -1.785973 -1.273080  0.361
H: -5.941676 0.626775 1.799155  0.375
H: -3.725505 1.820215 -0.042016  0.448
H: -2.342076 -5.358206 -0.739424  0.400
H: 2.102778 0.134844 5.764126  0.370
H: -6.351622 1.460648 4.088646  0.395
H: -6.802803 -0.558118 -3.073538  0.384
H: -4.195857 -6.478848 0.447668  0.371
H: -5.645025 -2.680148 1.779121  0.396
H: -2.310812 -1.187185 3.098993  0.422

Cartesian forces (eV/Å) of the 6 atoms listed first:
0.1405 0.0135 0.8729
0.0331 -0.0101 0.3634
0.1928 0.0401 -0.1176
-0.5013 -0.3823 -0.7797
0.1164 0.1932 -0.4416
0.2338 0.5563 -1.0201

***

Formula: C4H4O2S
Source: the Open Molecules 2025 dataset
Level of theory: ωB97M-V/def2-TZVPD

For the HOMO energy, the calculation gives -0.374 hartree. The value obtained for the HOMO-LUMO gap is 9.4 eV. Its energy above the lowest of the compared OMol25 structures with the same formula, charge and spin is 29.8 kcal per mole. Its strongest force on any atom is 1.9 eV/Å.

Each line ends with the Mulliken charge.
Atoms and positions in Å:
S: 0.578964 -1.123095 -1.820004  -0.166
O: -1.044611 -1.561600 0.155847  -0.512
O: -0.678998 1.980846 2.049711  -0.495
C: -0.225628 -0.796961 -0.281983  0.530
C: -0.922503 1.025877 1.331426  -0.025
C: 0.144662 0.455484 0.429605  0.274
C: 1.275226 1.178025 0.375410  -0.692
H: 1.348444 1.950309 1.151698  0.302
H: 1.264214 -0.001275 -1.882934  0.093
H: 2.181748 0.915015 -0.216709  0.282
H: -1.899514 0.576954 1.296811  0.410

Cartesian forces (eV/Å) of the 6 atoms listed first:
-0.2478 -0.8144 -0.2965
-0.0073 0.0618 0.0480
-0.5916 -0.9197 -0.5600
0.3195 0.2711 -0.1733
1.2401 1.1593 0.8199
0.0481 0.8863 0.1572

***

Formula: C9H14
Source: the Open Molecules 2025 dataset
Level of theory: ωB97M-V/def2-TZVPD

For the HOMO energy, the calculation gives -0.333 hartree. The value obtained for the HOMO-LUMO gap is 10.1 eV. Its energy above the lowest of the compared OMol25 structures with the same formula, charge and spin is 14.2 kcal per mole. Its strongest force on any atom is 2.4 eV/Å.

Each line ends with the Mulliken charge.
Atoms and positions in Å:
C: -1.591447 -1.432963 1.033163  -0.138
C: 0.542580 3.473424 0.624747  -0.722
C: -0.588867 -0.822594 1.761001  -0.890
C: 0.666414 -0.738988 -0.276351  -0.609
C: -1.551060 -1.655904 -0.364942  -0.712
C: 0.529274 -0.388153 1.030452  -0.162
C: -0.379705 -1.299823 -1.031208  1.009
C: 1.927458 3.039268 0.070114  -0.638
C: -0.177592 -1.708680 -2.486417  -1.368
H: 1.470887 -0.304318 -0.866076  0.241
H: 0.891545 -1.715315 -2.694774  0.358
H: 2.645288 3.830151 0.219596  0.348
H: -0.534151 -2.721696 -2.634921  0.385
H: -2.302795 -2.192159 -0.925869  0.370
H: 0.054822 2.566369 0.980441  0.158
H: -0.647108 -0.928668 -3.083500  0.304
H: 1.342536 0.158830 1.493369  0.490
H: 1.836265 2.665824 -0.948469  0.218
H: -0.163444 3.924739 -0.071635  0.283
H: -0.749554 -0.731236 2.823865  0.392
H: -2.530965 -1.751105 1.476487  0.327
H: 2.186838 2.162093 0.663186  0.082
H: 0.717051 4.162478 1.449033  0.275

Cartesian forces (eV/Å) of the 6 atoms listed first:
-1.4396 -0.5237 -1.1118
0.4023 -0.4235 -0.0729
-0.2110 -0.1180 -0.9675
-0.6578 1.1488 -2.0264
1.6651 0.4521 0.7506
0.0813 -0.3302 1.5460

***

Formula: C44H100N4O22S7
Source: the Open Molecules 2025 dataset
Level of theory: ωB97M-V/def2-TZVPD

For the HOMO energy, the calculation gives -0.294 hartree. The value obtained for the HOMO-LUMO gap is 8.2 eV. Its strongest force on any atom is 4.9 eV/Å.

Each line ends with the Mulliken charge.
Atoms and positions in Å:
S: 19.274728 18.320580 15.520200  1.427
S: 13.723607 8.636270 16.462122  1.086
S: 14.124465 18.224490 16.139556  0.776
S: 20.524265 14.366797 12.181279  0.891
S: 16.031399 13.709660 13.783248  0.374
S: 19.449159 9.804279 13.210144  1.118
S: 17.290225 19.479731 11.491803  1.048
O: 18.076691 10.501902 12.857162  -0.149
O: 14.519537 9.932038 16.015399  -0.080
O: 13.336843 8.692866 17.865899  -0.611
O: 15.242861 13.101481 12.710013  -0.656
O: 20.103948 10.537138 14.203053  -0.465
O: 16.354080 13.007999 15.014301  0.247
O: 16.718936 20.315409 12.511288  -0.832
O: 19.988850 15.686462 12.003139  -0.542
O: 20.157368 9.991270 11.861853  -0.380
O: 20.413193 18.571995 14.649295  -0.656
O: 14.930330 7.647932 16.237410  -0.431
O: 15.388706 17.998280 15.524736  -0.244
O: 17.308459 14.332492 13.093620  0.107
O: 16.628814 18.198710 11.352079  -0.548
O: 17.978619 18.615825 14.806398  0.176
O: 19.186913 8.439444 13.435718  -0.698
O: 19.133969 19.449388 16.588622  -0.398
O: 19.294649 17.072967 16.271044  -0.518
O: 19.943277 13.301494 11.338384  -0.667
O: 15.479437 15.127132 14.268329  0.147
O: 13.951637 19.533727 16.676722  -0.845
O: 12.726662 8.334865 15.477411  -0.599
N: 14.605345 14.470954 19.338001  0.771
N: 10.171136 12.398200 13.804219  0.183
N: 11.107270 16.235885 9.161849  0.188
N: 18.897239 9.632045 18.556391  0.474
C: 12.479400 14.235012 20.526815  -1.208
C: 14.269586 13.660238 18.153767  0.335
C: 17.990702 10.978787 11.468953  0.166
C: 22.831776 13.924125 13.582837  -0.699
C: 12.222194 16.603140 9.963220  0.241
C: 17.486243 10.496259 20.405160  -0.813
C: 18.944244 10.879514 17.749802  0.708
C: 12.721230 17.788655 15.124431  -0.138
C: 15.900627 16.222205 13.339167  -0.007
C: 11.317371 13.371841 13.875312  0.157
C: 21.752503 14.292146 14.541612  -0.445
C: 15.924933 9.834254 16.199569  1.608
C: 17.608891 20.016555 15.034201  -0.731
C: 18.353819 19.223620 9.085083  -0.686
C: 13.962264 14.032023 20.614348  -0.292
C: 20.369299 13.910373 13.881543  0.950
C: 11.028088 14.628095 13.004432  -0.133
C: 11.285311 11.001542 12.061303  -1.401
C: 13.739193 16.933598 17.304423  0.374
C: 9.813428 16.714023 9.650150  -0.150
C: 20.201550 11.732444 17.918568  -1.898
C: 16.868684 15.477125 12.326687  0.139
C: 22.416722 14.331933 12.093913  -0.836
C: 20.343034 8.568088 16.809065  -0.640
C: 19.430903 18.742247 10.214447  -0.591
C: 20.110454 8.864699 18.303282  -0.667
C: 16.187742 8.304191 16.468870  0.043
C: 16.012884 14.746492 19.533102  -1.156
C: 12.213438 16.903797 17.436202  -0.506
C: 10.971392 14.822375 8.803181  -0.070
C: 10.306530 14.622974 7.423396  -1.477
C: 13.550520 16.415213 9.221684  -1.302
C: 16.816932 15.235737 18.301386  0.011
C: 17.310868 20.134077 9.833602  -0.751
C: 18.772277 9.836189 19.988438  -0.596
C: 11.635324 17.474334 16.091570  -0.723
C: 9.725447 18.256418 9.922841  -1.319
C: 14.719931 12.257113 18.293694  -0.464
C: 10.757384 11.129904 13.489631  -0.525
C: 9.292860 12.434463 15.016978  -0.664
C: 17.927737 20.132213 16.493369  -0.254
C: 19.035939 19.191376 11.675627  -0.012
C: 19.160825 10.270039 10.791576  -0.529
C: 10.012595 11.915848 16.269496  -0.543
H: 11.492622 13.821670 14.871723  -0.188
H: 19.628955 20.026140 11.987215  0.656
H: 11.050489 18.390350 16.349861  0.192
H: 17.056692 10.586386 11.082208  0.372
H: 12.110947 11.612140 11.712054  0.277
H: 18.864005 9.295499 10.419448  0.339
H: 17.986856 11.413341 17.956598  -0.544
H: 19.483183 10.570462 20.404158  0.217
H: 13.052286 16.955273 14.526408  -0.325
H: 12.102473 17.608081 10.286732  0.420
H: 13.217115 13.633534 17.842859  -0.110
H: 11.962660 17.586615 18.286035  0.289
H: 19.883455 12.636386 17.526507  0.747
H: 10.058953 18.822565 9.040485  0.297
H: 14.434094 11.616639 17.469310  0.484
H: 17.559938 11.532454 20.138000  -0.051
H: 17.617414 21.160199 9.693339  0.388
H: 9.882647 10.500191 13.437550  0.431
H: 20.430848 19.023483 10.064724  0.629
H: 12.269681 15.242001 20.208936  0.249
H: 16.091818 10.565785 17.034632  -0.986
H: 16.371203 15.176415 11.379079  0.012
H: 11.603304 9.974861 11.891025  0.460
H: 13.866374 15.407228 9.077569  0.405
H: 18.025803 21.190118 16.764619  0.319
H: 8.949392 13.441598 15.061115  0.358
H: 10.913129 12.503824 16.378722  -0.143
H: 22.731407 13.586335 11.353405  0.403
H: 18.903021 8.915831 20.496200  0.552
H: 10.480211 14.208888 9.618382  0.078
H: 16.337620 19.931703 9.418903  0.371
H: 16.534349 13.912780 19.959282  0.300
H: 9.569737 16.104881 10.565498  0.149
H: 16.300346 17.032334 13.910211  -0.380
H: 14.289177 17.112590 18.212530  0.780
H: 13.450700 16.921943 8.248135  0.381
H: 19.495418 17.634500 10.142333  -0.020
H: 18.878181 10.591416 16.731789  0.090
H: 12.200565 15.980179 10.887303  -0.280
H: 14.251409 16.039190 16.986459  -1.011
H: 19.155122 18.298835 12.265615  -0.346
H: 20.576165 11.959523 18.919099  0.193
H: 18.209393 12.036057 11.497115  -0.087
H: 20.715149 7.543407 16.610653  0.404
H: 9.360468 12.118468 17.140631  0.432
H: 16.051704 15.544326 20.241920  0.579
H: 14.751046 14.084561 17.284706  -0.736
H: 16.336130 16.118089 17.782202  -0.319
H: 21.030392 11.423947 17.271136  0.332
H: 20.168120 12.822064 13.887825  -0.539
H: 17.449486 10.453928 21.444709  0.522
H: 14.039611 12.922583 20.859218  0.136
H: 19.693672 10.899696 10.116835  0.308
H: 10.337854 18.561522 10.746189  0.321
H: 12.289731 13.008640 13.476172  0.183
H: 16.420265 8.137949 17.566269  0.201
H: 11.897485 13.968460 21.431928  0.402
H: 11.989320 14.434703 8.677807  0.287
H: 21.895024 13.647345 15.398815  0.191
H: 10.621026 15.437961 6.767090  0.339
H: 10.926386 16.752315 15.655615  0.351
H: 21.061491 9.415875 18.609651  0.274
H: 17.848718 18.432212 8.535995  0.339
H: 17.799928 15.569147 18.715589  0.525
H: 15.014230 16.499584 12.809569  0.362
H: 20.016158 7.957304 18.902666  0.544
H: 17.067420 14.426534 17.596774  -0.118
H: 16.530155 20.046258 14.823507  0.290
H: 17.721210 16.086466 12.050713  -0.115
H: 9.226613 14.549022 7.477954  0.356
H: 17.202080 19.652617 17.171972  0.176
H: 8.385310 11.753955 14.847728  0.323
H: 21.066059 9.224230 16.311795  0.159
H: 16.350266 10.192555 15.220337  -0.365
H: 11.885830 15.349795 13.026641  -0.351
H: 12.107971 13.655340 19.712881  0.272
H: 15.821703 12.199760 18.351578  -0.421
H: 8.957595 16.515861 8.951719  0.287
H: 19.589258 14.562298 14.320764  -0.064
H: 14.339201 11.795856 19.235579  -0.104
H: 22.738548 15.366153 11.854059  0.321
H: 21.618408 15.316578 14.903333  0.289
H: 11.852881 15.911380 17.756137  0.181
H: 10.692651 13.655434 7.068279  0.432
H: 10.148955 15.136821 13.349177  0.217
H: 23.058981 12.878995 13.607993  0.265
H: 14.420111 16.892637 9.752415  0.074
H: 10.212273 10.872040 16.171819  0.302
H: 14.436627 14.664124 21.357731  0.527
H: 12.557003 18.599647 14.377125  0.697
H: 18.108435 20.662808 14.345082  0.355
H: 10.459658 11.130670 11.356102  0.334
H: 16.572744 10.105383 19.910808  0.125
H: 8.680765 18.445529 10.159362  0.436
H: 11.430035 10.778920 14.289630  0.482
H: 23.841163 14.327935 13.766279  0.435
H: 18.915629 19.849787 8.335155  0.283
H: 16.873364 7.826304 15.779120  0.192
H: 19.358740 8.571294 16.222209  -0.118
H: 10.852076 14.380387 11.929084  -0.163

Cartesian forces (eV/Å) of the 6 atoms listed first:
4.0026 -2.4683 1.2336
-1.2628 -0.3390 0.6587
-0.8854 -0.8418 0.2500
0.2784 -1.9659 -0.8260
-0.6608 -0.1598 0.4901
-1.5855 -0.4914 -0.2863